The following is a quantum chemistry calculation of C29H48BrNOP2Pt as an isolated structure, from the OMol25 dataset.

CARTESIAN COORDINATES (ANGSTROEM)
Pt  -1.12016  -0.20762  -0.05538
Br  -5.24578  0.50792  -0.26545
P  -1.95296  -1.78944  -1.44853
P  1.25546  -0.35477  -0.26781
O  0.35478  -0.40728  2.95825
N  3.76425  5.27205  -2.60057
C  2.82308  4.45083  -3.07490
C  -3.73606  2.75872  0.75010
C  -0.82402  -2.64928  -2.56185
C  3.14794  0.48069  -2.26401
C  -3.69252  1.40479  0.46380
C  3.71091  0.42737  1.02725
C  -2.53807  3.43930  1.09055
C  -4.19508  -3.32682  -0.67646
C  1.72324  -0.00901  -2.00769
C  -2.77037  -2.93789  -0.30082
C  0.43149  0.67755  3.91889
C  3.09477  -2.52844  -0.41944
C  -2.67190  0.56161  1.00886
C  -3.09230  -0.78294  -2.44450
C  0.16671  -1.70581  3.51097
C  -0.79914  0.79173  4.80388
C  1.76425  -2.04236  0.13375
C  2.25326  0.79969  0.76115
C  -1.33585  2.72179  1.07287
C  -0.11677  3.36728  0.66802
C  1.86435  4.21096  -0.87570
C  -1.45550  1.28704  1.39122
C  3.78142  5.58521  -1.30418
C  -3.57605  -1.33136  -3.77777
C  1.22058  -2.08483  4.52848
C  -1.38612  -3.97800  -3.05143
C  1.85259  3.86408  -2.25560
C  0.84500  3.83281  0.04712
C  2.90915  5.00363  -0.37649
H  4.32803  0.45845  0.12175
H  -0.63190  -1.96561  -3.40412
H  1.74464  -2.10639  1.22653
H  3.15018  -2.46718  -1.50910
H  1.06424  -1.53793  5.46294
H  -2.56482  4.50919  1.29516
H  -0.69363  1.68748  5.42280
H  -4.24024  -3.88152  -1.62116
H  -1.72747  0.88912  4.22793
H  -0.65275  -4.44654  -3.71612
H  -2.12768  -3.82709  -0.23093
H  3.32505  0.50275  -3.34628
H  3.30374  1.49824  -1.88415
H  3.80635  -0.56814  1.47287
H  -3.95950  -0.58099  -1.78316
H  1.08601  3.20794  -2.67210
H  4.14299  1.14600  1.73737
H  -4.28445  -0.60084  -4.19356
H  1.51655  -0.93428  -2.56800
H  -0.84743  -1.77275  3.94243
H  2.22542  -1.86452  4.15366
H  -2.61075  0.20301  -2.56436
H  1.73131  0.87682  1.72215
H  -4.67202  3.30318  0.65260
H  3.94598  -1.98137  -0.00963
H  1.00096  0.74136  -2.36805
H  2.86231  4.20314  -4.13743
H  3.90701  -0.17585  -1.82316
H  -4.60490  -3.97437  0.11022
H  -4.84665  -2.44974  -0.75454
H  -0.88289  -0.08254  5.45763
H  1.34450  0.55431  4.52784
H  2.15884  1.79660  0.30956
H  0.96632  -2.70770  -0.21113
H  -2.90590  -0.42626  1.45003
H  -1.58037  -4.66811  -2.22307
H  0.13452  -2.79319  -2.04113
H  0.55195  1.59507  3.32345
H  3.23588  -3.58046  -0.14486
H  -1.11853  1.05159  2.42291
H  -2.74564  -1.44865  -4.48337
H  4.54598  6.27904  -0.95121
H  3.00032  5.18804  0.69147
H  0.19145  -2.38695  2.64998
H  -4.10047  -2.28914  -3.66379
H  -2.31649  -3.85390  -3.61844
H  -2.76201  -2.47346  0.69894
H  1.15141  -3.15510  4.73610

Its net charge is +4. The calculation puts the HOMO-LUMO gap (spin up / spin down) at 0.2511 / 0.1475 Eh. The molecular weight is 763.6 g mol⁻¹. Its spin multiplicity is 5. The energy above the lowest of the compared OMol25 structures with the same formula, charge and spin is 394.35 kJ/mol.